A) Below is a 2-piece molecular cluster, C3H12N2OS overall, with properties calculated with ωB97M-V/def2-TZVPD.

Last column: Mulliken charge in e.
Cartesian coordinates (Å):
N -0.32721 -0.92136 1.63000  -0.68
C 0.52525 -0.02181 0.74024  -0.02
C -0.34829 1.25420 0.50487  -0.76
S -1.76876 1.18364 -0.73456  -0.17
C 1.83836 0.31024 1.36447  -0.56
N 2.62245 -0.97852 1.62000  -0.48
H -0.45223 -0.42735 2.55298  0.29
H -1.38762 -0.08146 -1.00327  0.09
H -1.24636 -0.90872 1.22492  0.33
H 0.71306 -0.37290 -0.38705  0.24
H 0.40472 1.92662 0.05236  0.39
H -0.67066 1.43790 1.52680  0.40
H 2.25577 0.89534 0.57103  0.23
H 1.88182 0.76216 2.41469  0.31
H 2.96938 -1.65394 0.94893  0.17
H 3.36665 -0.66510 2.41352  0.23
H -0.28425 -1.98225 -4.27741  0.30
H -0.52415 -0.72678 -3.61811  0.31
O -0.86056 -1.63730 -3.63425  -0.61

Values from the calculation:
- lowest unoccupied orbital energy (Ha) = 0.0244
- SMILES = NC[C@@H](N)CS.O
- HOMO (hartree) = -0.3263
- spin multiplicity = 1
- M (g/mol) = 124.21



B) Below is a 2-piece molecular cluster, C3H12N2OS overall, with properties calculated with ωB97M-V/def2-TZVPD.

Last column: Mulliken charge in e.
Cartesian coordinates (Å):
C -0.59549 0.78093 0.91152  -0.47
C -1.29017 -0.47445 1.38140  -0.73
S -1.74898 -1.60521 -0.00317  -0.17
N 0.85036 0.66361 0.72492  -0.32
C 1.45292 1.87527 0.15988  -0.60
N 1.77342 1.85752 -1.26855  -0.67
H -1.00694 1.16952 -0.02368  0.36
H -0.80167 1.59546 1.63139  0.39
H -2.24814 -0.29687 1.85991  0.29
H -0.63534 -1.01677 2.06038  0.35
H -0.80591 -2.53578 0.17181  0.10
H 1.27439 0.44370 1.61675  0.24
H 0.75776 2.70921 0.34637  0.36
H 2.35558 2.13668 0.71408  0.42
H 0.87203 1.76885 -1.74546  0.31
H 2.18454 0.94952 -1.48455  0.31
H 0.85307 -0.48762 -1.10558  0.19
H 1.50110 -1.84379 -1.22620  0.33
O 1.01558 -1.19688 -1.74153  -0.69

Values from the calculation:
- lowest unoccupied orbital energy (Ha) = 0.0271
- SMILES = NCNCCS.O
- HOMO (hartree) = -0.3305
- spin multiplicity = 1
- M (g/mol) = 124.21



Last place for stability: A)



A) Below is a 2-piece molecular cluster, BrClH2O2Si overall, with properties calculated with ωB97M-V/def2-TZVPD.

Last column: Mulliken charge in e.
Cartesian coordinates (Å):
O 0.36980 -0.97431 0.90602  -0.37
O 0.59521 1.15330 -0.77287  -0.51
Si 1.15023 -0.13577 -0.24971  0.69
Cl 2.88102 -1.01471 -0.45966  -0.16
Br -1.03762 -1.59330 -2.55799  -0.16
H 0.54338 -1.88975 1.09085  0.34
H -0.80659 -0.60884 -1.84287  0.17

Values from the calculation:
- lowest unoccupied orbital energy (Ha) = -0.0085
- SMILES = O=[Si](O)Cl.Br
- HOMO (hartree) = -0.4160
- spin multiplicity = 1
- M (g/mol) = 177.46



B) Below is a 2-piece molecular cluster, BrClH2O2Si overall, with properties calculated with ωB97M-V/def2-TZVPD.

Last column: Mulliken charge in e.
Cartesian coordinates (Å):
O 1.43804 1.17422 -0.38830  -0.42
O -0.60402 -0.81781 -0.53560  -0.54
Si 0.02069 0.55942 -0.80427  0.76
Cl -0.89050 1.92203 -1.97121  -0.13
Br -1.33643 -2.21368 2.29770  -0.31
H 2.06063 0.91292 0.23256  0.36
H -0.68842 -1.53709 1.16911  0.28

Values from the calculation:
- lowest unoccupied orbital energy (Ha) = -0.0228
- SMILES = O=[Si](O)Cl.Br
- HOMO (hartree) = -0.3725
- spin multiplicity = 1
- M (g/mol) = 177.46



Last place for stability: A)



A) Below is a 2-piece molecular cluster, C3H2OS overall, with properties calculated with ωB97M-V/def2-TZVPD.

Last column: Mulliken charge in e.
Cartesian coordinates (Å):
C 0.23769 0.09716 -0.47175  -0.39
C -2.06155 0.27701 -0.34329  0.35
C -3.29660 0.43240 -0.14366  -0.41
O -5.38042 -1.04092 0.13895  -0.34
S -4.97203 0.37936 -0.03189  0.37
H 0.45088 -0.92778 -0.53076  0.22
H 0.25248 0.50309 0.46292  0.21

Values from the calculation:
- lowest unoccupied orbital energy (spin up / spin down) (Ha) = -0.1157 / -0.1477
- HOMO (spin up / spin down) (hartree) = -0.3153 / -0.2767
- spin multiplicity = 1
- M (g/mol) = 86.11



B) Below is one molecule with the formula C3H2OS, with properties calculated with ωB97M-V/def2-TZVPD.

Last column: Mulliken charge in e.
Cartesian coordinates (Å):
C -0.26521 0.18272 -0.72086  0.58
C 0.38986 -0.72254 0.29635  -0.25
C 1.24111 -1.23806 1.15610  -0.23
H -1.77374 1.67684 -1.01003  0.20
H 1.46699 -1.70427 2.01100  0.40
O -0.25743 0.16748 -1.94027  -0.47
S -0.80158 1.63783 0.20771  -0.23

Values from the calculation:
- lowest unoccupied orbital energy (Ha) = -0.0252
- SMILES = C#CC(=O)S
- HOMO (hartree) = -0.3719
- spin multiplicity = 1
- M (g/mol) = 86.12



Last place for stability: A)



A) Below is C3H2OS as an isolated structure, with properties calculated with ωB97M-V/def2-TZVPD.

Last column: Mulliken charge in e.
Cartesian coordinates (Å):
C -1.89020 -0.48916 -0.40766  -0.14
C 0.71261 0.41215 0.03866  -0.28
C -0.78484 -0.94019 -0.12191  0.18
O 0.46647 -0.89716 -0.00450  -0.18
S 2.37169 0.65849 0.37727  -0.06
H -2.93659 -0.59738 -0.17860  0.30
H 2.06087 1.85325 0.29674  0.18

Values from the calculation:
- lowest unoccupied orbital energy (Ha) = 0.0012
- HOMO (hartree) = -0.3403
- spin multiplicity = 1
- M (g/mol) = 86.11



B) Below is one molecule with the formula C3H2OS, with properties calculated with ωB97M-V/def2-TZVPD.

Last column: Mulliken charge in e.
Cartesian coordinates (Å):
C -0.48045 -0.52462 0.04826  0.55
C 0.77086 0.37637 0.18232  -0.44
C 1.93284 0.82193 -0.05287  0.02
H -2.80662 -0.66736 0.18420  0.16
H 2.93404 1.32342 -0.09334  0.37
O -0.39192 -1.63911 -0.52073  -0.48
S -1.95875 0.30936 0.25216  -0.18

Values from the calculation:
- lowest unoccupied orbital energy (Ha) = -0.0102
- SMILES = C#CC(=O)S
- HOMO (hartree) = -0.3791
- spin multiplicity = 1
- M (g/mol) = 86.12



Last place for stability: A)